(1)
{
  "formula": "C20H23CdPSe2",
  "method": "ωB97M-V/def2-TZVPD",
  "species": ["C", "C", "C", "H", "C", "H", "H", "H", "C", "H", "H", "C", "H", "H", "C", "H", "H", "C", "H", "H", "Cd", "H", "Se", "P", "Se", "C", "C", "C", "C", "C", "C", "C", "C", "C", "C", "C", "C", "H", "H", "H", "H", "H", "H", "H", "H", "H", "H"],
  "positions_angstrom": [[0.463, -0.976, -4.623], [0.209, 2.579, -5.122], [-0.851, -0.978, -4.830], [1.070, -1.928, -4.597], [-0.955, 2.511, -4.443], [0.495, 3.504, -5.596], [-1.220, -1.883, -5.301], [-1.551, 3.391, -4.284], [-1.841, 0.139, -4.905], [-2.798, -0.382, -4.678], [-2.019, 0.556, -5.932], [1.189, 0.264, -4.291], [2.259, 0.084, -4.024], [0.624, 0.573, -3.400], [1.151, 1.408, -5.411], [0.836, 1.000, -6.404], [2.184, 1.808, -5.552], [-1.626, 1.275, -3.890], [-2.641, 1.584, -3.576], [-1.160, 0.823, -3.011], [1.754, -1.151, -0.559], [0.533, -2.398, -0.837], [2.625, -1.058, 1.760], [0.508, -0.748, 2.304], [-0.839, -0.893, 0.618], [0.068, -2.052, 3.456], [-0.468, -1.667, 4.694], [-0.647, -2.666, 5.657], [-0.325, -4.005, 5.364], [0.163, -4.353, 4.090], [0.347, -3.380, 3.134], [0.329, 0.871, 3.035], [1.384, 1.268, 3.878], [1.346, 2.535, 4.463], [0.276, 3.395, 4.192], [-0.747, 3.001, 3.306], [-0.699, 1.743, 2.702], [-0.708, -0.606, 4.894], [-1.050, -2.385, 6.646], [-0.470, -4.764, 6.121], [0.391, -5.386, 3.869], [0.750, -3.600, 2.149], [2.250, 0.613, 4.040], [2.184, 2.830, 5.126], [0.251, 4.376, 4.680], [-1.568, 3.679, 3.111], [-1.458, 1.448, 1.977]],
  "mulliken_charge": [-0.29, -0.47, -0.58, 0.30, -0.29, 0.37, 0.34, 0.37, -0.39, 0.35, 0.32, -0.51, 0.34, 0.14, -0.55, 0.31, 0.39, -0.88, 0.36, 0.37, 0.45, -0.11, -0.46, 0.36, -0.52, 0.99, -0.39, -0.52, -0.47, -0.55, -0.50, 0.73, -0.30, -0.62, -0.42, -0.60, -0.32, 0.32, 0.34, 0.38, 0.39, 0.25, 0.25, 0.34, 0.35, 0.40, 0.25],
  "orbital_gap_ev": 6.66,
  "relative_energy_kcal_mol": 17.92,
  "spin_multiplicity": 1
}


(2)
{
  "formula": "C2H7N3S",
  "method": "ωB97M-V/def2-TZVPD",
  "species": ["C", "C", "H", "H", "H", "H", "H", "H", "H", "N", "N", "N", "S"],
  "positions_angstrom": [[-2.690, -0.061, 0.143], [0.897, 1.033, -0.119], [-3.337, -0.893, -0.079], [-2.899, 0.932, -0.549], [-2.604, 0.352, 1.226], [1.122, 2.138, -0.099], [2.917, 0.826, 0.177], [1.593, -1.742, 0.581], [2.100, -1.685, -1.091], [-0.331, 0.854, -0.251], [2.025, 0.229, 0.183], [2.271, -1.193, 0.002], [-1.064, -0.790, -0.123]],
  "mulliken_charge": [-0.71, 0.06, 0.32, 0.23, 0.24, 0.24, 0.25, 0.27, 0.26, -0.34, -0.11, -0.61, -0.09],
  "orbital_gap_ev": 8.91,
  "relative_energy_kcal_mol": 69.33,
  "smiles": "CS/N=C\\NN",
  "spin_multiplicity": 1
}


(3)
{
  "formula": "C5H9NSi",
  "method": "ωB97M-V/def2-TZVPD",
  "species": ["C", "C", "C", "C", "C", "N", "Si", "H", "H", "H", "H", "H", "H", "H", "H", "H"],
  "positions_angstrom": [[1.503, 0.553, 1.131], [1.736, 1.689, 0.434], [0.483, -0.238, 0.590], [0.041, 0.599, -0.845], [-0.864, 0.138, -1.956], [0.926, 1.621, -0.774], [-0.223, -1.798, 1.399], [1.856, 0.363, 2.110], [2.241, 2.545, 0.680], [-0.383, -0.790, -2.542], [-1.719, -0.359, -1.562], [-1.162, 0.955, -2.658], [0.757, 2.490, -1.313], [-1.502, -1.467, 1.907], [0.395, -2.591, 2.408], [-0.488, -2.748, 0.217]],
  "mulliken_charge": [-0.43, -0.68, 0.16, 0.20, -1.10, -0.06, 0.34, 0.37, 0.47, 0.23, 0.33, 0.33, 0.28, -0.14, -0.16, -0.12],
  "orbital_gap_ev": 8.24,
  "relative_energy_kcal_mol": 48.16,
  "smiles": "Cc1[nH]ccc1[SiH3]",
  "spin_multiplicity": 1
}


E, record by record: -6087.7578, -642.7422, -540.0615 Eh